Entry 1:
The molecule C23H26N4O2. Source: the Open Molecules 2025 dataset; level of theory: the ωB97M-V functional and the def2-TZVPD basis.

```
55
C23H26N4O2 | the Open Molecules 2025 dataset | the ωB97M-V functional and the def2-TZVPD basis
O 2.982 1.039 -0.124
C 2.540 1.084 1.010
C 1.639 2.226 1.467
C 0.163 1.853 1.264
C -0.358 2.054 -0.132
N -1.542 2.540 -0.247
C -2.076 2.671 -1.504
C -3.365 3.196 -1.642
C -3.931 3.314 -2.890
C -3.231 2.917 -4.030
C -1.959 2.404 -3.913
C -1.370 2.276 -2.655
C -0.018 1.741 -2.509
O 0.701 1.368 -3.410
N 0.414 1.684 -1.188
N 2.722 0.141 1.947
C 3.400 -1.145 1.834
C 2.713 -2.128 2.785
C 1.286 -2.406 2.313
N 1.310 -2.978 0.983
C 0.014 -3.481 0.541
C -1.023 -2.410 0.294
C -1.170 -1.847 -0.969
C -2.087 -0.835 -1.191
C -2.863 -0.358 -0.148
C -2.720 -0.906 1.115
C -1.811 -1.927 1.333
C 1.911 -2.065 0.028
C 3.346 -1.740 0.428
H 1.816 2.445 2.522
H 1.879 3.117 0.885
H 0.003 0.801 1.528
H -0.472 2.453 1.917
H -3.894 3.498 -0.751
H -4.928 3.718 -2.992
H -3.690 3.016 -5.002
H -1.392 2.091 -4.777
H 1.380 1.376 -1.052
H 2.333 0.320 2.861
H 4.451 -1.009 2.130
H 3.274 -3.062 2.787
H 2.697 -1.735 3.804
H 0.697 -1.470 2.352
H 0.817 -3.127 2.988
H 0.189 -4.042 -0.381
H -0.342 -4.178 1.305
H -0.570 -2.211 -1.790
H -2.198 -0.418 -2.181
H -3.576 0.433 -0.319
H -3.324 -0.542 1.933
H -1.723 -2.366 2.318
H 1.334 -1.130 -0.065
H 1.915 -2.551 -0.950
H 3.934 -2.659 0.433
H 3.773 -1.050 -0.296
```

LUMO energy: 0.52 eV
Gap between HOMO and LUMO: 0.3291 hartree
SMILES: O=C(CCc1nc2ccccc2c(=O)[nH]1)NC1CCN(Cc2ccccc2)CC1

These are the natural (NBO) partial charges, in e, on atoms 1 to 6:
1. O -0.65
2. C 0.70
3. C -0.50
4. C -0.44
5. C 0.48
6. N -0.53


Entry 2:
A cluster of 9 separate species, C9H18Cl18 in total. Source: the Open Molecules 2025 dataset; level of theory: the ωB97M-V functional and the def2-TZVPD basis.

```
45
C9H18Cl18 | the Open Molecules 2025 dataset | the ωB97M-V functional and the def2-TZVPD basis
Cl 0.046 2.461 -0.969
C -0.475 0.749 -1.157
Cl 0.759 -0.314 -1.890
H -0.597 0.389 -0.135
H -1.453 0.692 -1.636
Cl -1.020 -0.682 4.736
C -1.017 0.946 3.996
Cl -0.165 1.008 2.455
H -2.078 1.159 3.867
H -0.515 1.701 4.601
Cl -0.905 5.697 -1.681
C -2.497 4.882 -1.543
Cl -3.765 5.324 -2.803
H -2.375 3.802 -1.450
H -2.993 5.268 -0.653
Cl 3.234 5.643 -2.459
C 3.230 4.609 -1.028
Cl 2.899 5.650 0.448
H 2.488 3.824 -1.173
H 4.227 4.170 -1.008
Cl -2.567 -1.566 -2.793
C -2.471 -3.194 -2.242
Cl -0.838 -3.576 -1.680
H -3.258 -3.404 -1.517
H -2.741 -3.791 -3.113
Cl -2.880 -0.769 1.189
C -3.253 -2.465 1.527
Cl -4.913 -2.909 1.005
H -2.579 -3.071 0.922
H -3.192 -2.712 2.587
Cl -0.650 -4.132 3.117
C 0.719 -3.665 1.991
Cl 0.418 -2.075 1.148
H 1.656 -3.662 2.547
H 0.802 -4.411 1.201
Cl 3.919 -0.479 0.352
C 2.934 1.000 0.587
Cl 3.920 2.376 1.187
H 2.535 1.243 -0.398
H 2.179 0.719 1.321
Cl 4.058 -2.853 -2.773
C 2.536 -3.166 -1.866
Cl 2.479 -4.853 -1.284
H 2.430 -2.571 -0.959
H 1.729 -2.993 -2.578
```

LUMO energy: 0.16 eV
Gap between HOMO and LUMO: 0.3997 hartree
SMILES: ClCCl.ClCCl.ClCCl.ClCCl.ClCCl.ClCCl.ClCCl.ClCCl.ClCCl

These are the natural (NBO) partial charges, in e, on atoms 1 to 6:
1. Cl -0.05
2. C -0.39
3. Cl -0.03
4. H 0.23
5. H 0.24
6. Cl -0.03


Entry 3:
A structure of composition C20H21BF4IrN3O3Se2Si. Source: the Open Molecules 2025 dataset; level of theory: the ωB97M-V functional and the def2-TZVPD basis.

```
56
C20H21BF4IrN3O3Se2Si | the Open Molecules 2025 dataset | the ωB97M-V functional and the def2-TZVPD basis
Ir 1.338 0.049 -0.176
O -0.085 5.325 0.337
C -0.436 5.107 -1.022
C -0.104 3.661 -1.427
C -0.563 3.545 -2.886
O -0.585 2.243 -3.420
C 1.411 3.491 -1.267
Se 2.234 1.786 -1.782
C -0.893 2.747 -0.481
Se -0.783 0.799 -0.690
H -0.170 6.261 0.534
H 0.119 5.790 -1.679
H -1.509 5.283 -1.171
H 0.061 4.214 -3.497
H -1.593 3.908 -2.956
H 0.289 1.843 -3.294
H 1.684 3.705 -0.237
H 1.915 4.218 -1.909
H -1.961 2.962 -0.568
H -0.594 2.946 0.544
C -3.101 -1.843 3.873
C -2.640 -0.627 3.394
C -1.696 -0.587 2.375
C -1.191 -1.757 1.813
C -1.659 -2.975 2.321
C -2.605 -3.023 3.334
Si 0.092 -1.903 0.435
C -0.749 -2.619 -1.080
C 0.035 -3.262 -2.044
C -0.538 -3.762 -3.204
C -1.903 -3.628 -3.420
C -2.695 -2.996 -2.472
C -2.120 -2.495 -1.311
H -3.834 -1.873 4.670
H -3.008 0.299 3.821
H -1.334 0.371 2.028
H -1.274 -3.906 1.917
H -2.949 -3.980 3.708
H 1.078 -2.895 0.918
H 1.104 -3.364 -1.886
H 0.083 -4.252 -3.944
H -2.350 -4.017 -4.327
H -3.761 -2.891 -2.638
H -2.746 -2.006 -0.572
O 2.474 -0.442 1.364
N 1.930 -0.260 2.541
C 2.753 0.025 3.496
C 2.208 0.202 4.812
N 1.807 0.344 5.878
C 4.178 0.203 3.304
N 5.313 0.347 3.205
F 4.939 -1.414 -0.414
B 3.939 -2.116 -1.034
F 3.386 -3.111 -0.248
F 4.270 -2.556 -2.292
F 2.791 -1.111 -1.278
```

<S²>: 0.7765
LUMO energy (spin up / spin down): 1.42 / 0.36 eV
Gap between HOMO and LUMO (spin up / spin down): 0.2446 / 0.2291 hartree
Spin multiplicity: 2
Net charge: -1

These are the natural (NBO) partial charges, in e, on atoms 1 to 6:
1. Ir 0.55
2. O -0.73
3. C -0.05
4. C -0.13
5. C -0.05
6. O -0.73


Entry 4:
The molecule C12H24N2O4. Source: the Open Molecules 2025 dataset; level of theory: the ωB97M-V functional and the def2-TZVPD basis.

```
42
C12H24N2O4 | the Open Molecules 2025 dataset | the ωB97M-V functional and the def2-TZVPD basis
C -3.127 -2.979 -0.328
C -4.251 -1.989 -0.627
O -4.183 -0.796 0.120
C -3.136 0.077 -0.240
C -3.380 1.409 0.464
C -2.329 2.457 0.106
N -1.010 2.062 0.531
C 0.041 1.923 -0.279
O 0.065 2.138 -1.480
C 1.282 1.435 0.478
O 1.223 1.115 1.653
N 2.364 1.413 -0.302
C 3.645 0.877 0.084
C 4.115 -0.204 -0.889
C 3.134 -1.373 -0.933
O 3.097 -1.970 0.343
C 2.022 -2.857 0.555
C 0.678 -2.157 0.753
H -3.338 -3.926 -0.818
H -2.172 -2.608 -0.690
H -3.056 -3.144 0.744
H -5.213 -2.429 -0.352
H -4.265 -1.757 -1.704
H -3.122 0.223 -1.332
H -2.162 -0.334 0.063
H -3.384 1.236 1.541
H -4.366 1.777 0.181
H -2.276 2.600 -0.977
H -2.591 3.411 0.576
H -0.854 1.811 1.501
H 2.218 1.702 -1.263
H 4.385 1.684 0.128
H 3.521 0.448 1.081
H 4.218 0.212 -1.893
H 5.087 -0.570 -0.558
H 3.457 -2.112 -1.685
H 2.142 -1.005 -1.225
H 2.290 -3.397 1.468
H 1.957 -3.580 -0.273
H 0.316 -1.723 -0.177
H 0.785 -1.363 1.488
H -0.057 -2.876 1.107
```

LUMO energy: 0.85 eV
Gap between HOMO and LUMO: 0.3837 hartree
SMILES: CCOCCCNC(=O)C(=O)NCCCOCC

These are the natural (NBO) partial charges, in e, on atoms 1 to 6:
1. C -0.64
2. C -0.05
3. O -0.54
4. C -0.06
5. C -0.42
6. C -0.23


Entry 5:
The ion C5H8ClN2 with charge +1. Source: the Open Molecules 2025 dataset; level of theory: the ωB97M-V functional and the def2-TZVPD basis.

```
16
C5H8ClN2 | the Open Molecules 2025 dataset | the ωB97M-V functional and the def2-TZVPD basis
C -0.602 2.279 0.042
N -0.197 0.946 0.198
C 1.143 0.568 0.072
C 1.561 -0.707 -0.165
C 0.640 -1.973 0.125
N -0.803 -1.498 0.016
C -1.248 -0.277 -0.063
Cl -2.900 0.049 -0.468
H -1.612 2.193 0.303
H -0.016 2.824 0.709
H -0.465 2.541 -0.965
H 1.799 1.421 0.101
H 2.575 -0.910 -0.536
H 0.798 -2.913 -0.436
H 0.758 -2.249 1.188
H -1.429 -2.293 -0.121
```

LUMO energy (spin up / spin down): -4.59 / -4.59 eV
Gap between HOMO and LUMO (spin up / spin down): 0.3020 / 0.3020 hartree
SMILES: CN1C=CC[NH+]=C1Cl
Net charge: +1

These are the natural (NBO) partial charges, in e, on atoms 1 to 6:
1. C -0.40
2. N -0.36
3. C -0.01
4. C -0.26
5. C -0.24
6. N -0.50


Entry 6:
A cluster of 2 separate species, C5H9N2O2 in total. Source: the Open Molecules 2025 dataset; level of theory: the ωB97M-V functional and the def2-TZVPD basis.

```
18
C5H9N2O2 | the Open Molecules 2025 dataset | the ωB97M-V functional and the def2-TZVPD basis
C -3.567 0.357 -0.405
C 0.215 -1.841 0.339
C 1.637 -1.304 0.237
C 0.515 -0.515 -0.148
C 1.145 1.754 -0.534
N -4.512 -0.305 -0.301
N 0.188 0.699 -0.403
O -2.656 1.062 -0.640
O -5.450 -0.854 0.547
H 0.074 -2.830 -0.176
H -0.351 -1.890 1.210
H 2.033 -0.734 1.209
H 2.384 -1.873 -0.243
H 0.721 2.685 -1.012
H 1.602 2.132 0.458
H 2.019 1.368 -0.971
H -0.886 0.779 -0.560
H -6.227 -1.295 0.109
```

LUMO energy: -4.07 eV
Gap between HOMO and LUMO: 0.3544 hartree
Net charge: +1

These are the natural (NBO) partial charges, in e, on atoms 1 to 6:
1. C 0.81
2. C -0.45
3. C -0.46
4. C 0.44
5. C -0.45
6. N -0.20


These records have energy relative to the best compared isomer or geometry (same formula, charge and spin) values of 0.0, 16.5, 25.6, 32.2, 54.3, 152.9 kcal per mole, in the order they appear.
These records have energy values of -1261.6335, -8637.1369, -6785.9317, -882.1376, -764.6923, -455.4831 hartree, in the order they appear.
These records have maximum force values of 0.8, 1.5, 0.8, 0.6, 7.8, 5.2 eV Å⁻¹, in the order they appear.